(one)
This record from the Open Molecules 2025 dataset describes an isolated molecule of C5H13NS. The level of theory is ωB97M-V with the def2-TZVPD basis set.

Last column: Mulliken charge in e.
Positions of all 20 atoms, in Å:
1 C -1.26 -2.58 0.81  -1.160
2 H -0.88 -3.19 -0.05  0.331
3 H 0.30 0.82 -2.45  0.363
4 C -0.64 -1.09 1.12  -0.219
5 C -0.14 1.39 -1.54  -0.840
6 C 1.71 0.97 0.34  -1.365
7 H -1.23 -3.43 1.64  0.294
8 N -0.15 -0.62 -0.16  -0.347
9 H -0.33 1.38 0.58  0.226
10 H 1.78 0.31 1.22  0.328
11 H 1.39 3.28 -1.84  0.106
12 H -0.62 -0.93 -0.97  0.264
13 H 2.41 0.44 -0.37  0.277
14 H -2.30 -2.44 0.66  0.335
15 H -1.40 -0.42 1.55  0.300
16 H 1.98 1.99 0.63  0.387
17 H -1.23 1.33 -1.53  0.356
18 H 0.18 -1.26 1.97  0.153
19 S 0.13 3.25 -1.52  -0.236
20 C 0.29 0.80 -0.10  0.446

Properties
Orbital gap in Ha: 0.3542
LUMO energy in eV: 0.979
Multiplicity: 1
Highest occupied orbital energy in eV: -8.659



(two)
This record from the Open Molecules 2025 dataset describes an isolated molecule of C5H13NS. The level of theory is ωB97M-V with the def2-TZVPD basis set.

Last column: Mulliken charge in e.
Positions of all 20 atoms, in Å:
1 H -0.93 -1.77 -2.52  0.214
2 H -1.79 -0.57 -3.64  0.274
3 H 0.58 -0.82 2.50  0.321
4 N 0.50 -0.04 -0.85  -0.349
5 C -2.90 -0.97 -1.70  -0.958
6 H 1.92 -1.06 1.42  0.344
7 H -3.54 -1.73 -2.09  0.355
8 H 1.02 -0.85 -1.13  0.257
9 H -0.01 0.71 -2.64  0.412
10 H 0.74 1.89 2.52  0.107
11 C 0.07 -0.25 0.59  -0.449
12 C -0.59 0.25 -1.89  -0.950
13 H -0.83 0.36 0.79  0.446
14 H -1.16 1.18 -1.57  0.383
15 C 1.15 -0.34 1.65  -0.632
16 S 1.88 1.16 2.32  -0.221
17 C -1.60 -0.85 -2.51  -0.156
18 H -2.61 -1.19 -0.64  0.205
19 H -3.44 0.05 -1.62  0.254
20 H -0.38 -1.39 0.65  0.145

Properties
Orbital gap in Ha: 0.3550
LUMO energy in eV: 0.955
Multiplicity: 1
Highest occupied orbital energy in eV: -8.706



(three)
This record from the Open Molecules 2025 dataset describes an isolated molecule of C5H13NS. The level of theory is ωB97M-V with the def2-TZVPD basis set.

Last column: Mulliken charge in e.
Positions of all 20 atoms, in Å:
1 H -1.13 -1.30 -0.45  0.345
2 H -0.54 0.95 2.01  0.310
3 H -0.60 1.19 -2.04  0.298
4 H 2.13 -0.30 1.61  0.297
5 H 0.53 -1.08 -2.35  0.273
6 C -0.41 -0.83 -2.84  -1.095
7 H -1.90 0.23 0.07  0.466
8 H -0.15 -0.48 -3.84  0.341
9 H 1.35 1.38 4.28  0.108
10 C 0.08 0.17 1.58  -0.388
11 S 1.89 0.25 3.83  -0.214
12 H -1.01 -1.74 -2.93  0.296
13 N 0.15 0.27 0.13  -0.285
14 H -2.16 0.42 -2.27  0.304
15 C 1.50 0.46 2.10  -0.793
16 H -0.18 -0.82 2.00  0.314
17 H 1.73 1.50 1.84  0.355
18 H 0.94 -0.28 -0.19  0.197
19 C -1.11 0.23 -2.00  -0.461
20 C -1.10 -0.21 -0.52  -0.669

Properties
Orbital gap in Ha: 0.3681
LUMO energy in eV: 1.003
Multiplicity: 1
Highest occupied orbital energy in eV: -9.012



(four)
This record from the Open Molecules 2025 dataset describes a cluster of 2 separate species, C5H13NS in total. The level of theory is ωB97M-V with the def2-TZVPD basis set.

Last column: Mulliken charge in e.
Positions of all 20 atoms, in Å:
1 H 1.61 1.96 0.92  0.279
2 H 3.55 1.13 0.21  0.270
3 H -1.27 -2.47 -0.97  0.293
4 H -0.54 1.69 -1.24  0.309
5 H -2.38 -1.21 -1.62  0.308
6 H -0.87 -1.91 2.70  0.291
7 H -0.73 1.76 0.65  0.307
8 H -0.62 -3.01 1.31  0.279
9 H 4.16 1.39 -1.44  0.299
10 N 2.14 1.82 -1.17  -0.287
11 C -1.63 -1.44 -0.85  -0.710
12 C -0.12 1.79 -0.25  -1.031
13 C 1.22 1.92 -0.11  0.172
14 H 0.19 -1.34 1.38  0.203
15 H 1.78 1.86 -2.13  0.239
16 C 3.32 1.00 -0.89  -0.811
17 C -0.70 -1.94 1.60  -0.747
18 H -0.76 -0.81 -1.07  0.142
19 H 3.26 -0.06 -1.13  0.258
20 S -2.18 -1.23 0.85  -0.064

Properties
Orbital gap in Ha: 0.3298
LUMO energy in eV: 0.966
Multiplicity: 1
Highest occupied orbital energy in eV: -8.008



What should be chosen as the most stable of them? Choose (three).



(one)
This record from the Open Molecules 2025 dataset describes an isolated molecule of C5H13NS. The level of theory is ωB97M-V with the def2-TZVPD basis set.

Last column: Mulliken charge in e.
Positions of all 20 atoms, in Å:
1 C 2.03 0.95 0.97  -0.424
2 H -2.61 -0.71 -0.65  0.236
3 H 0.83 2.03 2.93  0.126
4 C -0.31 0.99 0.12  -0.407
5 C 1.03 1.64 0.08  -0.705
6 S 1.30 0.83 2.66  -0.297
7 H 2.51 -0.02 0.76  0.358
8 H -2.26 -2.99 -1.57  0.366
9 H -1.20 1.63 -0.32  0.289
10 C -1.57 -1.14 -0.45  -0.159
11 H -0.43 0.73 1.16  0.236
12 C -1.37 -2.37 -1.43  -1.157
13 H -0.46 -3.02 -1.20  0.261
14 N -0.44 -0.26 -0.82  -0.410
15 H 1.41 1.61 -1.00  0.296
16 H -1.37 -1.46 0.65  0.252
17 H -1.22 -2.06 -2.48  0.335
18 H 2.94 1.61 1.11  0.280
19 H 0.45 -0.69 -0.83  0.253
20 H 0.74 2.70 0.32  0.270

Properties
Orbital gap in Ha: 0.3414
LUMO energy in eV: 0.862
Multiplicity: 1
Highest occupied orbital energy in eV: -8.428



(two)
This record from the Open Molecules 2025 dataset describes a cluster of 2 separate species, C5H13NS in total. The level of theory is ωB97M-V with the def2-TZVPD basis set.

Last column: Mulliken charge in e.
Positions of all 20 atoms, in Å:
1 H -0.17 2.82 -2.43  0.327
2 H 0.38 0.66 1.41  0.302
3 C 1.74 -1.72 1.61  -1.234
4 N -2.24 2.14 -0.56  -0.521
5 H 2.38 -2.42 1.24  0.394
6 H -2.60 1.76 0.26  0.254
7 H -1.19 -0.07 1.13  0.211
8 H 1.31 -1.85 -0.92  0.279
9 S -1.07 1.02 -1.13  0.001
10 H 1.08 2.19 -1.15  0.244
11 C 0.36 -2.02 -0.33  -1.263
12 H -0.42 -1.67 -0.99  0.347
13 H -3.00 2.33 -1.17  0.236
14 C -0.20 -0.22 1.53  -1.243
15 H 0.21 -3.15 -0.29  0.307
16 H 1.96 -1.31 2.58  0.278
17 C 0.28 2.05 -1.87  -0.780
18 C 0.62 -1.43 1.00  1.196
19 H 0.67 1.36 -2.59  0.275
20 H -0.09 -0.46 2.67  0.390

Properties
Orbital gap in Ha: 0.3360
LUMO energy in eV: 0.737
Multiplicity: 1
Highest occupied orbital energy in eV: -8.407



What should be chosen as the most stable of them? Choose (one).



(one)
This record from the Open Molecules 2025 dataset describes an isolated molecule of C5H13NS. The level of theory is ωB97M-V with the def2-TZVPD basis set.

Last column: Mulliken charge in e.
Positions of all 20 atoms, in Å:
1 C -2.23 -0.63 0.27  -0.635
2 H 1.00 0.56 1.28  0.190
3 C -1.11 -1.25 -0.52  -0.693
4 H -3.75 -1.48 1.99  0.123
5 H -1.10 -0.86 -1.54  0.325
6 H 3.15 2.11 -1.28  0.348
7 H 2.10 0.31 -1.36  0.255
8 C 2.37 2.07 -0.53  -0.889
9 H 1.57 2.70 -0.96  0.311
10 H 0.30 -1.48 1.10  0.315
11 S -2.40 -1.34 1.97  -0.240
12 C 0.73 0.38 0.23  -0.513
13 N 2.05 0.64 -0.40  -0.405
14 H 2.59 2.49 0.45  0.268
15 H -1.34 -2.31 -0.44  0.322
16 H 0.04 1.15 -0.08  0.398
17 H -3.17 -0.78 -0.25  0.413
18 H 0.99 -1.65 -0.52  0.358
19 C 0.30 -1.07 0.09  -0.581
20 H -2.09 0.43 0.48  0.330

Properties
Orbital gap in Ha: 0.3569
LUMO energy in eV: 0.874
Multiplicity: 1
Highest occupied orbital energy in eV: -8.837



(two)
This record from the Open Molecules 2025 dataset describes an isolated molecule of C5H13NS. The level of theory is ωB97M-V with the def2-TZVPD basis set.

Last column: Mulliken charge in e.
Positions of all 20 atoms, in Å:
1 H -0.33 2.45 -0.26  0.317
2 C -1.17 0.83 0.67  -0.340
3 C 0.56 -1.84 -0.85  -0.594
4 C -0.25 2.03 0.75  -0.719
5 H 1.30 -1.43 -0.16  0.174
6 H 0.89 -1.53 -1.84  0.356
7 H 1.83 2.62 0.65  0.317
8 N -0.97 0.07 -0.57  -0.296
9 H 0.66 -3.85 -2.13  0.126
10 H -1.50 -1.76 -1.41  0.275
11 H 1.58 0.86 0.60  0.098
12 H 1.53 1.77 2.08  0.321
13 H -0.21 0.58 -1.01  0.217
14 H -0.98 0.11 1.48  0.277
15 C -0.86 -1.36 -0.63  -0.460
16 S 0.77 -3.65 -0.81  -0.216
17 C 1.22 1.79 1.03  -0.838
18 H -0.65 2.82 1.39  0.383
19 H -2.20 1.19 0.69  0.257
20 H -1.23 -1.71 0.34  0.348

Properties
Orbital gap in Ha: 0.3488
LUMO energy in eV: 0.974
Multiplicity: 1
Highest occupied orbital energy in eV: -8.518



(three)
This record from the Open Molecules 2025 dataset describes an isolated molecule of C5H13NS. The level of theory is ωB97M-V with the def2-TZVPD basis set.

Last column: Mulliken charge in e.
Positions of all 20 atoms, in Å:
1 H 2.00 0.20 1.46  0.321
2 H 0.44 -0.12 -2.17  0.411
3 H 2.19 1.54 -2.72  0.136
4 C 1.76 -0.76 0.98  -1.224
5 H -1.55 1.58 -0.27  0.300
6 H -2.68 -1.06 0.91  0.514
7 H 1.30 -1.43 1.74  0.368
8 C -2.18 1.09 0.51  -1.042
9 H 1.65 -1.26 -1.57  0.367
10 N -0.70 -0.98 0.05  -0.391
11 H -1.17 -1.27 -0.80  0.274
12 H -1.39 -0.26 1.81  0.225
13 H -1.97 1.86 1.25  0.355
14 C 0.51 -0.21 -0.04  0.227
15 H 0.46 0.75 0.44  0.312
16 C -1.83 -0.39 0.80  -0.616
17 H 2.64 -1.07 0.42  0.292
18 H -3.20 1.15 0.12  0.291
19 C 1.21 -0.28 -1.38  -0.885
20 S 2.52 0.94 -1.53  -0.234

Properties
Orbital gap in Ha: 0.3411
LUMO energy in eV: 0.805
Multiplicity: 1
Highest occupied orbital energy in eV: -8.478



(four)
This record from the Open Molecules 2025 dataset describes a cluster of 2 separate species, C5H13NS in total. The level of theory is ωB97M-V with the def2-TZVPD basis set.

Last column: Mulliken charge in e.
Positions of all 20 atoms, in Å:
1 H -4.62 -1.06 0.32  0.294
2 S -2.55 -0.06 -0.33  0.040
3 C 2.43 0.11 -0.11  0.932
4 C 1.33 1.06 0.26  -1.054
5 C 3.71 0.39 0.09  -1.013
6 H 4.49 -0.31 -0.17  0.284
7 H 1.08 -1.03 -1.31  0.288
8 C -3.59 -1.18 0.65  -0.770
9 H 2.74 -1.63 -1.33  0.372
10 N -3.63 1.27 -0.41  -0.573
11 H 0.67 0.60 0.99  0.251
12 H -3.51 -0.95 1.71  0.237
13 H -3.25 -2.20 0.46  0.273
14 H -3.25 2.06 0.08  0.256
15 H 1.73 1.98 0.67  0.335
16 H 0.72 1.29 -0.62  0.251
17 C 1.97 -1.19 -0.71  -1.176
18 H 4.03 1.32 0.53  0.267
19 H 1.72 -1.90 0.08  0.256
20 H -3.79 1.52 -1.38  0.250

Properties
Orbital gap in Ha: 0.3500
LUMO energy in eV: 0.770
Multiplicity: 1
Highest occupied orbital energy in eV: -8.755



What should be chosen as the most stable of them? Choose (two).